one.
Entry from the Open Molecules 2025 dataset: a cluster of 2 separate species, C4H8O4 in total (wB97M-V/def2-TZVPD).

Values from the calculation:
SMILES string: O=CCCC(=O)O.O
Highest occupied orbital energy in eV: -10.29
Frontier orbital gap in eV: 10.58
LUMO in eV: 0.286
Net charge: 0

```
16
Properties=species:S:1:pos:R:3:lowdin_charge:R:1
O -2.61600 1.66164 -1.83930 -0.06
O 0.37925 -2.46358 -1.93893 0.06
O -0.92728 0.50392 1.15562 0.09
O 0.68435 1.29192 2.50567 0.13
C 1.04795 -1.18276 -0.03542 -0.14
C 0.36275 0.74292 1.49683 -0.52
C 1.26828 0.28494 0.35632 -0.09
C 0.69619 -1.39862 -1.48176 -0.26
H 0.27959 -1.62899 0.59930 0.13
H -2.44905 0.71839 -1.74103 0.03
H -2.46575 2.03524 -0.96784 0.02
H -1.54527 0.85234 1.80546 0.13
H 0.72505 -0.48962 -2.11970 0.13
H 1.90343 -1.81213 0.20097 0.13
H 2.29324 0.52001 0.61964 0.12
H 0.91603 0.91510 -0.46316 0.12
```

two.
Entry from the Open Molecules 2025 dataset: a cluster of 2 separate species, C4H8O4 in total (wB97M-V/def2-TZVPD).

Values from the calculation:
SMILES string: CC(=O)O.CC(=O)O
Highest occupied orbital energy in eV: -10.71
Frontier orbital gap in eV: 11.08
LUMO in eV: 0.369
Net charge: 0

```
16
Properties=species:S:1:pos:R:3:lowdin_charge:R:1
O 4.48249 -0.83870 0.23044 0.11
O -1.90608 0.03635 0.99190 0.12
O -2.68615 -1.41019 -0.63897 0.10
O 3.42251 1.07035 -0.36618 0.05
C 3.48612 -0.24034 -0.03629 -0.62
C -3.48732 0.78585 -0.17659 -0.03
C -2.64218 -0.40144 0.03379 -0.67
C 2.09548 -0.71682 0.04420 -0.02
H -2.89058 1.82092 -0.21933 0.14
H -4.20733 0.76195 0.63697 0.08
H 4.34044 1.52511 -0.46306 0.17
H -4.00029 0.60300 -1.21355 0.12
H -1.14450 -0.56080 0.92744 0.13
H 2.11193 -1.79268 0.16255 0.08
H 1.65899 -0.16092 0.92960 0.11
H 1.36648 -0.48165 -0.84293 0.13
```

one comes first in stability; the runner-up is 42.7 kJ/mol higher.